# 1
DFT (ωB97M-V/def2-TZVPD) results for C31H57BClN5O19V as an isolated structure at a distorted geometry.

**E_tot**: -118308.2328 eV
**F_max**: 0.0780 hartree/bohr
**Gap between HOMO and LUMO**: 5.370 eV
**Net charge**: -3
**LUMO**: 4.9 eV
**Relative energy (zero: lowest compared OMol25 entry of this formula, charge and spin)**: 0.0 kJ/mol

Each line ends with the Löwdin charge.
Element x y z (Å)
O1 0.2275 1.4999 -1.5307  -0.367
V1 1.2623 1.6818 -0.3779  0.756
O2 1.0075 0.5692 0.7188  -0.397
N1 2.9676 4.2872 -1.8961  -0.604
O3 2.7993 5.5011 -1.7058  -0.047
O4 4.1087 3.8528 -2.1072  -0.049
O5 1.9695 3.5052 -1.9376  -0.151
N2 3.9055 3.1229 1.0725  -0.567
O6 2.7020 2.7830 0.7789  -0.188
O7 4.7916 2.2760 1.0596  -0.018
O8 4.1282 4.3035 1.3244  0.001
Cl1 3.2787 0.2365 -1.3942  -0.207
O9 2.5722 8.1354 2.3935  0.141
C1 1.6632 7.3614 2.4538  -0.389
O10 0.9996 6.7604 1.4886  0.257
B1 -0.1029 5.9943 2.0764  -0.862
O11 0.0482 6.0542 3.5208  0.220
C2 0.9768 6.9788 3.8010  -0.369
O12 1.2289 7.3631 4.9090  0.118
O13 -1.4635 6.4790 1.6900  0.212
C3 -2.0671 5.6793 0.8410  -0.405
O14 -3.1711 5.7996 0.3974  0.121
C4 -1.1129 4.4695 0.6699  -0.380
O15 -0.0942 4.6145 1.4895  0.222
O16 -1.3499 3.4608 0.0558  0.130
C5 0.6174 -4.0312 -2.5913  -0.029
C6 0.0014 -4.0509 -1.1846  -0.497
C7 0.9145 -3.2108 -0.2920  -0.123
C8 0.2905 -2.6092 0.9572  -0.189
C9 -1.0151 -1.9283 0.6353  -0.142
C10 -2.0143 -2.8104 -0.0979  -0.509
N3 -1.3296 -3.3876 -1.2786  -0.079
O17 -2.2371 -4.2639 -1.9414  -0.052
C11 -2.5765 -3.7907 0.9457  -0.048
C12 -3.1443 -1.9493 -0.6397  -0.028
C13 -0.1658 -5.4738 -0.6280  -0.029
H1 0.0254 -4.6306 -3.2936  0.066
H2 1.4638 -4.7215 -2.4829  0.089
H3 0.8369 -3.0153 -2.9026  0.096
H4 1.7509 -3.8192 0.0760  0.124
H5 1.4225 -2.4345 -0.8719  0.105
H6 1.0501 -2.0199 1.4730  0.102
H7 0.1429 -3.3775 1.7403  0.102
H8 -0.7157 -1.0684 0.0340  0.113
H9 -1.4586 -1.5531 1.5615  0.127
H10 -3.1898 -3.2716 1.6853  0.079
H11 -3.2172 -4.5153 0.4214  0.077
H12 -1.9164 -4.4398 1.5204  0.059
H13 -3.6861 -1.5211 0.2154  0.087
H14 -2.7646 -1.2196 -1.3460  0.088
H15 -4.0023 -2.5401 -0.9883  0.079
H16 -0.5200 -5.2917 0.3873  0.056
H17 0.7795 -6.0078 -0.5171  0.079
H18 -0.9128 -6.0661 -1.1501  0.074
H19 -2.6736 -3.7156 -2.6051  0.074
C14 -3.0024 -2.7634 -6.5239  -0.033
C15 -1.5157 -2.4754 -6.2668  -0.523
C16 -0.9068 -1.9143 -7.5435  -0.151
C17 -1.2538 -0.4380 -7.7119  -0.194
C18 -0.8783 0.3329 -6.4713  -0.142
C19 -1.5170 -0.1912 -5.1727  -0.503
N4 -1.2740 -1.6364 -5.0984  -0.075
O18 -1.8643 -2.1723 -3.9330  -0.040
C20 -0.7521 0.4830 -4.0364  -0.045
C21 -2.9863 0.2908 -5.1246  -0.025
C22 -0.8096 -3.8138 -5.9697  -0.039
H20 -3.5503 -3.1065 -5.6442  0.081
H21 -3.1014 -3.3515 -7.4345  0.077
H22 -3.5368 -1.8177 -6.6732  0.061
H23 0.1785 -2.0502 -7.5960  0.120
H24 -1.2692 -2.4449 -8.4313  0.112
H25 -2.3327 -0.3455 -7.8923  0.095
H26 -0.8351 -0.0805 -8.6594  0.106
H27 -1.2236 1.3694 -6.5698  0.122
H28 0.2013 0.4704 -6.3668  0.127
H29 0.3156 0.2799 -4.0072  0.097
H30 -0.8857 1.5658 -4.1044  0.094
H31 -1.2140 0.2598 -3.0744  0.067
H32 -2.9616 1.3565 -4.8967  0.084
H33 -3.4154 0.2882 -6.1309  0.058
H34 -3.5413 -0.2918 -4.3934  0.081
H35 -1.3133 -4.2650 -5.1149  0.067
H36 0.2548 -3.6464 -5.8267  0.088
H37 -0.9697 -4.4898 -6.8164  0.079
H38 -1.1202 -2.5453 -3.4428  0.060
C23 2.9189 2.9725 6.5552  -0.022
C24 1.7559 2.0363 6.1486  -0.489
C25 1.2820 2.5320 4.7519  -0.103
C26 0.5740 1.4898 3.8980  -0.157
C27 1.2831 0.1344 3.9687  -0.133
C28 1.5596 -0.3854 5.3622  -0.510
N5 2.2337 0.6577 6.1454  -0.120
O19 2.7142 0.2340 7.3853  -0.031
C29 0.2221 -0.7637 6.0518  -0.032
C30 2.4987 -1.5679 5.2677  -0.050
C31 0.6041 2.2457 7.1547  -0.048
H39 3.5383 3.3175 5.7345  0.083
H40 3.5388 2.5074 7.3232  0.069
H41 2.4133 3.8143 7.0365  0.075
H42 0.7095 3.4490 4.8867  0.122
H43 2.2119 2.8144 4.2549  0.119
H44 0.7606 1.7572 2.8629  0.085
H45 -0.4974 1.4635 4.1053  0.110
H46 2.2071 0.2474 3.3982  0.137
H47 0.6267 -0.5642 3.4428  0.115
H48 -0.0195 -1.8070 5.8035  0.076
H49 0.2046 -0.6529 7.1359  0.064
H50 -0.6454 -0.2568 5.6222  0.071
H51 2.1814 -2.3998 4.6310  0.080
H52 3.4386 -1.1845 4.8599  0.093
H53 2.8016 -2.0942 6.1802  0.070
H54 0.3253 3.2955 7.2480  0.080
H55 0.9052 1.9948 8.1846  0.071
H56 -0.2495 1.6204 6.9051  0.064
H57 1.9516 0.2013 7.9897  0.074

---

# 2
DFT (ωB97M-V/def2-TZVPD) results for C28H33BrN6O9Sr as an isolated structure at a distorted geometry.

**E_tot**: -127823.9640 eV
**F_max**: 0.0243 hartree/bohr
**Gap between HOMO and LUMO**: 7.717 eV
**LUMO**: -0.3 eV
**Relative energy (zero: lowest compared OMol25 entry of this formula, charge and spin)**: 232.8 kJ/mol

Each line ends with the Löwdin charge.
Element x y z (Å)
Sr1 0.7563 -0.7223 -0.8726  1.674
O1 -1.1758 -3.7635 -1.1417  0.037
C1 -0.4146 -3.2230 -0.3461  -0.673
O2 -0.6460 -2.1270 0.2864  -0.231
C2 0.9776 -3.8679 -0.1011  -0.096
C3 1.6775 -3.2814 1.1369  -0.267
C4 2.7747 -4.2194 1.6448  -0.093
C5 3.8733 -4.0103 0.5736  -0.094
C6 3.2014 -2.9919 -0.3498  -0.259
O3 2.4386 -2.1820 0.5798  -0.143
C7 2.1025 -3.6653 -1.1937  -0.095
C8 1.7720 -2.8508 -2.4804  -0.672
O4 1.2085 -3.4278 -3.3986  0.042
O5 2.1304 -1.6139 -2.4607  -0.255
H1 0.7800 -4.9312 0.0319  0.153
H2 0.9911 -2.9067 1.8901  0.149
H3 2.4282 -5.2496 1.7156  0.116
H4 3.1174 -3.9057 2.6306  0.112
H5 4.1367 -4.9240 0.0424  0.115
H6 4.7813 -3.5946 1.0098  0.111
H7 3.8669 -2.3535 -0.9219  0.153
H8 2.4361 -4.6361 -1.5582  0.150
C9 3.6344 1.1950 -1.4323  -0.034
O6 2.6711 0.9413 -0.4106  -0.172
C10 2.8807 1.4952 0.8151  -0.193
C11 3.9423 2.3253 1.1238  -0.048
C12 4.0618 2.8211 2.4176  -0.670
Br1 5.5339 3.9395 2.8256  0.750
C13 3.1404 2.5291 3.3940  -0.067
C14 2.0533 1.7113 3.0756  -0.067
C15 1.9407 1.1769 1.8017  -0.161
O7 0.9102 0.3452 1.4328  -0.033
C16 1.0548 1.4361 4.1202  -0.264
N1 1.3171 1.4087 5.3955  0.184
C17 0.0995 1.1727 6.0113  -0.225
C18 -0.2034 1.0446 7.3658  -0.017
C19 -1.5189 0.8115 7.7118  -0.096
C20 -2.5245 0.7016 6.7379  -0.096
C21 -2.2421 0.8190 5.3911  -0.022
C22 -0.9151 1.0566 5.0521  -0.189
N2 -0.2744 1.2084 3.8392  0.164
H9 4.6314 0.8976 -1.1029  0.107
H10 3.6280 2.2509 -1.7078  0.107
H11 3.3380 0.5749 -2.2751  0.087
H12 4.6776 2.5884 0.3797  0.102
H13 3.2270 2.9176 4.3977  0.112
H14 0.6486 -0.2314 2.1634  0.121
H15 0.5763 1.1283 8.1102  0.111
H16 -1.7865 0.7085 8.7548  0.098
H17 -3.5432 0.5163 7.0507  0.099
H18 -3.0158 0.7256 4.6409  0.109
H19 -0.7110 1.3450 2.9419  0.165
N3 -1.1349 -0.9638 -2.6806  0.018
C23 -2.1603 -0.0740 -2.1429  -0.288
C24 -3.4961 -0.0756 -2.8985  -0.141
C25 -3.4383 -0.0782 -4.4265  -0.171
C26 -2.7462 1.1343 -5.0511  -0.147
N4 -3.1201 2.3744 -4.3822  0.084
C27 -4.1157 3.1654 -4.6481  -0.450
N5 -4.3690 4.1730 -3.7933  0.195
N6 -4.8964 3.0285 -5.7393  0.193
C28 -1.5622 1.3290 -1.8237  -0.569
O8 -2.2366 2.3601 -2.1055  -0.018
O9 -0.4547 1.3396 -1.2518  -0.111
H20 -0.9096 -0.7999 -3.6534  0.092
H21 -1.3826 -1.9467 -2.5631  0.084
H22 -2.3747 -0.4709 -1.1430  0.147
H23 -4.0866 0.7729 -2.5451  0.113
H24 -4.0456 -0.9740 -2.6094  0.122
H25 -4.4660 -0.1416 -4.7952  0.110
H26 -2.9272 -0.9736 -4.7877  0.114
H27 -2.9441 1.1778 -6.1246  0.112
H28 -1.6622 1.0600 -4.9450  0.127
H29 -2.7094 2.4367 -3.3849  0.037
H30 -3.8641 4.1826 -2.9180  0.120
H31 -5.2222 4.6969 -3.8530  0.114
H32 -4.6338 2.3664 -6.4472  0.104
H33 -5.4876 3.7880 -6.0256  0.114

---

# 3
DFT (ωB97M-V/def2-TZVPD) results for one molecule with the formula C3H4OS at a distorted geometry.

**SMILES**: S=C1CCO1
**E_tot**: -16056.8075 eV
**F_max**: 0.0631 hartree/bohr
**Gap between HOMO and LUMO**: 9.518 eV
**LUMO**: 0.5 eV
**Relative energy (zero: lowest compared OMol25 entry of this formula, charge and spin)**: 125.7 kJ/mol

Each line ends with the Löwdin charge.
Element x y z (Å)
C1 -0.5313 0.4238 -0.9738  -0.845
C2 -0.3351 -0.7006 0.0885  -0.099
C3 0.7298 0.1857 0.6470  -0.175
H1 -0.0926 -1.7189 -0.1887  0.105
H2 -1.2948 -0.7980 0.7098  0.145
H3 1.7048 -0.1025 0.5900  0.087
H4 0.7040 0.5196 1.6821  0.124
O1 0.3004 1.2224 -0.2375  -0.083
S1 -1.1852 0.9684 -2.3174  0.741

---

# 4
DFT (ωB97M-V/def2-TZVPD) results for a 2-piece molecular cluster, C4H5FN2O overall at a distorted geometry.

**E_tot**: -11969.1597 eV
**F_max**: 0.0776 hartree/bohr
**Gap between HOMO and LUMO (spin up / spin down)**: 7.978 / 7.358 eV
**LUMO (spin up / spin down)**: -0.6 / -1.1 eV
**Relative energy (zero: lowest compared OMol25 entry of this formula, charge and spin)**: 471.1 kJ/mol

Each line ends with the Löwdin charge.
Element x y z (Å)
C1 2.1051 -0.7772 0.1216  -0.176
C2 1.0231 -0.5101 0.9324  -0.057
C3 0.4615 -0.9625 -1.1546  -0.186
C4 -1.9249 1.5419 0.1745  0.049
N1 1.7300 -1.1224 -1.1280  0.044
N2 -0.0104 -0.6077 0.0742  -0.258
O1 -1.2760 -0.5225 0.4034  -0.064
F1 -0.7513 2.1136 0.0721  0.042
H1 3.1595 -1.0299 0.3982  0.109
H2 0.7852 -0.1324 1.9410  0.132
H3 -0.2522 -1.2009 -2.0568  0.164
H4 -2.6205 1.8121 0.9988  0.109
H5 -2.4294 1.3980 -0.7768  0.091